Molecular formula: C13H34B3FO13P2S
Method: DFT, ωB97M-V with the def2-TZVPD basis set

Properties
* HOMO: -9.91 eV

The geometry in XYZ format:
```
67
Properties=species:S:1:pos:R:3:forces:R:3:mulliken_charge:R:1
C -3.5023 -1.3830 -1.0801 -0.4 0.3 0.6 -1.0518
S -1.8848 -0.9863 -0.4246 0.6 -1.3 -0.6 1.0804
O -0.9539 -1.0695 -1.5212 -0.3 0.4 -0.3 -0.6486
O -1.5448 -1.8506 0.6836 -0.7 0.3 0.6 -0.6646
B -2.0611 0.7578 0.2832 -0.3 -0.1 -0.6 0.2511
O -1.0605 1.6719 0.2361 -0.6 -0.1 0.2 -0.1234
B -1.4405 2.8455 0.8767 0.8 0.9 0.4 0.4349
O -2.1243 2.7719 2.0838 -0.4 -0.5 -1.1 -0.4338
B -3.1548 1.8759 1.9531 -0.5 -0.1 0.9 0.6003
F -4.0352 1.7382 2.9258 0.0 0.1 -0.1 -0.2328
O -3.2868 1.0605 0.8341 0.6 -0.2 0.4 -0.2452
H -4.2672 -0.9889 -0.4065 0.1 0.1 0.0 0.3194
H -3.6125 -0.9300 -2.0632 0.1 -0.1 0.0 0.3190
H -3.6342 -2.4646 -1.0902 0.4 0.0 -0.2 0.3834
H -1.2426 3.9156 0.4120 0.3 -0.1 -0.1 -0.0783
O 1.9945 -0.6056 6.4004 1.3 -1.1 -2.7 -0.7744
P 1.0267 -1.7014 6.1433 -4.3 0.2 5.0 1.1671
O -0.4156 -0.9560 5.9570 0.6 -0.3 -0.4 -0.3726
C -0.5545 0.0548 4.9680 -0.2 0.3 -0.2 -0.6295
C -0.6396 -0.5410 3.5740 0.1 -0.1 0.1 -0.3525
O 0.8251 -2.3388 7.6266 0.2 -0.3 -0.5 -0.3610
C 1.6995 -2.0102 8.7044 0.0 0.2 0.3 -0.3015
C 1.1379 -0.8698 9.5288 -0.2 0.1 0.0 -1.0471
O 0.5364 -3.1375 5.5004 2.4 1.2 -1.4 -0.3460
C 1.1539 -3.6517 4.3074 0.0 -0.3 -0.4 -0.0718
C 2.6602 -3.4904 4.3002 0.0 0.2 0.1 -1.1514
H 0.2672 0.7733 5.0321 0.0 -0.1 0.1 0.2963
H -1.4762 0.5916 5.1971 0.0 -0.1 0.1 0.3325
H 0.3253 -0.9626 3.2776 0.0 0.1 -0.1 0.2484
H -0.9085 0.2238 2.8420 0.1 0.0 0.0 -0.0751
H -1.3754 -1.3434 3.5319 -0.1 0.1 0.0 0.3757
H 2.7006 -1.7821 8.3404 -0.1 0.1 -0.1 0.3200
H 1.7817 -2.9035 9.3267 -0.1 -0.1 -0.1 0.3360
H 0.9040 -0.0061 8.9066 0.2 0.0 -0.1 0.2784
H 1.8478 -0.5644 10.2994 0.0 0.0 0.0 0.3622
H 0.2085 -1.1744 10.0126 0.0 0.0 0.0 0.2760
H 0.7083 -3.1764 3.4294 0.0 0.0 0.0 0.1203
H 0.8993 -4.7104 4.2592 -0.1 0.0 0.2 0.3104
H 2.9428 -2.4328 4.2460 0.0 -0.1 0.0 0.3553
H 3.0934 -3.9942 3.4366 0.0 0.0 0.0 0.4002
H 3.0981 -3.9044 5.2100 0.0 -0.1 0.0 0.3109
O 1.7586 0.4579 -5.9099 -1.5 -1.3 -2.6 -0.7669
P 0.5716 1.3492 -5.8859 1.0 4.0 5.3 1.1044
O 1.1715 2.8551 -6.1026 -0.4 -0.6 -0.4 -0.3418
C 1.9675 3.1353 -7.2473 0.2 0.2 -0.2 -0.3347
C 1.1256 3.2634 -8.5041 -0.1 -0.1 0.0 -0.9583
O 0.2125 1.4117 -4.3054 -0.4 -0.2 -0.5 -0.3372
C 0.7948 0.4979 -3.3643 0.4 0.2 0.3 0.3117
C 2.0304 1.1024 -2.7278 0.1 0.2 -0.1 -1.1631
O -0.9944 1.7641 -6.2189 1.0 -2.2 -1.8 -0.3357
C -1.6786 1.1761 -7.3353 -0.4 0.0 -0.3 -0.2163
C -1.4222 -0.3109 -7.4760 0.2 0.0 0.1 -1.1018
H 2.7375 2.3700 -7.3751 0.0 0.0 0.1 0.2742
H 2.4743 4.0802 -7.0488 -0.1 0.0 0.1 0.3375
H 0.7195 2.2900 -8.7976 0.0 0.0 0.0 0.1931
H 1.7229 3.6399 -9.3354 0.0 0.0 0.0 0.4194
H 0.2852 3.9384 -8.3385 0.0 0.0 0.0 0.2600
H 1.0145 -0.4602 -3.8331 0.1 0.1 -0.1 0.3069
H 0.0495 0.3109 -2.5990 0.0 0.2 -0.3 -0.1090
H 2.7453 1.4403 -3.4790 0.0 -0.2 -0.1 0.3627
H 2.5223 0.3768 -2.0779 0.0 0.0 0.0 0.3555
H 1.7598 1.9768 -2.1322 0.0 0.0 0.0 0.2542
H -1.4060 1.7050 -8.2530 0.0 0.0 0.0 0.2169
H -2.7429 1.3493 -7.1727 0.1 0.1 0.1 0.3105
H -0.3773 -0.5072 -7.7409 -0.1 0.0 0.0 0.3503
H -2.0488 -0.7338 -8.2613 0.0 0.0 0.0 0.3983
H -1.6290 -0.8293 -6.5384 -0.1 0.0 0.0 0.2924
```
Forces are in eV/Å.


Molecular formula: C13H34Cl4F9N4O7S
Method: DFT, ωB97M-V with the def2-TZVPD basis set

Properties
* charge: +3
* energy relative to the best compared isomer or geometry (same formula, charge and spin): 35.9 kcal/mol
* HOMO: -15.59 eV

The geometry in XYZ format:
```
72
Properties=species:S:1:pos:R:3:forces:R:3:mulliken_charge:R:1
N 14.8016 -6.5509 14.2987 -0.5 0.0 -0.5 -0.2220
H 14.7421 -6.8398 13.3247 0.5 -0.1 -0.1 0.3336
H 15.3810 -5.7057 14.3073 -0.1 0.2 0.3 0.3535
H 15.1456 -7.2924 14.9005 0.5 0.2 0.1 0.3929
H 13.7958 -6.3647 14.5247 -0.2 0.6 0.4 0.2974
N 12.9613 -9.8753 13.7320 1.1 -0.5 -0.6 -0.2428
H 12.4055 -9.2020 13.1993 -0.3 0.5 0.4 -0.0114
H 12.3492 -10.6260 14.0472 0.0 -0.1 0.2 0.3368
H 13.5022 -9.4498 14.4825 -0.7 0.3 0.5 0.3450
H 13.7066 -10.2771 13.1522 -0.3 -0.4 -0.4 0.4671
N 11.5219 -8.5390 10.6738 -1.6 -0.5 0.7 -0.3285
H 11.1806 -9.5022 10.7113 0.3 -0.2 -0.2 0.4140
H 12.5333 -8.4960 10.6663 0.1 0.2 -0.8 0.3349
H 11.1423 -8.0975 11.5545 0.2 0.3 -0.1 0.3755
H 11.0142 -8.1349 9.8819 0.6 0.4 -0.3 0.4064
N 11.2244 -10.3238 17.1129 0.3 1.2 0.4 -0.2365
H 12.1214 -10.3097 17.5980 0.1 0.3 -0.1 0.3951
H 10.9998 -9.4149 16.6564 0.5 0.0 -0.1 0.3604
H 10.5590 -10.3085 17.8971 -0.6 -0.8 0.3 0.4630
H 11.2409 -11.0483 16.4086 -0.8 -0.6 0.5 0.3594
C 9.4477 -6.0260 14.7649 0.0 0.4 -0.4 0.4208
F 9.7705 -5.1957 15.7225 0.2 0.1 0.2 -0.1387
F 8.4098 -6.7452 15.1268 0.2 -0.4 -0.2 -0.1621
F 9.1615 -5.3398 13.6585 0.3 -0.5 0.2 -0.1795
S 10.9732 -7.1227 14.4240 0.4 1.8 1.6 0.7596
O 10.8076 -7.5636 13.0403 0.3 -1.1 -0.1 -0.6915
O 12.1373 -6.2196 14.5623 -0.9 -1.0 -0.3 -0.8675
O 10.9855 -8.1780 15.4514 0.1 0.1 -1.5 -0.7082
C 9.9713 -7.6570 23.2217 0.4 0.5 -1.2 -1.1920
C 9.4000 -8.4269 22.0290 0.7 -0.2 2.0 -0.1404
O 9.5391 -7.5745 20.8844 -0.1 0.8 -2.3 -0.2037
C 9.8909 -8.0399 19.7003 -0.2 -0.7 2.8 0.2983
O 10.3601 -9.1469 19.5391 0.3 -0.2 -1.1 -0.6902
C 9.6005 -7.1206 18.5168 -0.8 0.8 0.4 1.0264
F 8.7276 -6.1662 18.8011 0.5 -0.1 0.0 -0.2363
F 10.7231 -6.5793 18.0270 0.1 -0.1 0.1 -0.2425
F 9.0533 -7.8784 17.5587 0.1 -0.4 -0.4 -0.2724
H 11.0165 -7.4493 22.9835 0.0 0.1 0.2 0.3252
H 9.9679 -8.2090 24.1574 -0.5 0.0 -0.1 0.3896
H 9.4346 -6.7091 23.2284 0.1 0.0 0.7 0.3230
H 8.3326 -8.5379 22.2100 0.0 -0.5 -0.5 0.3021
H 10.0015 -9.3301 21.9491 -0.6 -0.2 -0.6 0.2582
C 7.6918 -9.1108 12.1904 -1.1 0.8 0.0 -0.7356
C 6.8811 -10.3963 12.1681 -0.2 0.4 0.4 -0.4035
O 6.0156 -10.4032 11.0533 -0.1 0.1 -1.9 -0.2644
C 5.0618 -11.3656 10.9929 0.6 0.3 2.0 0.3313
O 4.9258 -12.1412 11.8964 -0.3 -0.1 -0.9 -0.4878
C 4.1339 -11.2451 9.7577 0.6 -1.1 0.0 0.8774
F 3.8270 -12.4729 9.3527 -0.3 -0.2 0.3 -0.2267
F 3.0231 -10.6043 10.0964 0.3 0.3 -0.3 -0.2164
F 4.7780 -10.6868 8.7376 -0.2 0.8 0.1 -0.2335
H 8.4961 -8.9100 11.4789 0.2 -0.7 0.0 0.1954
H 7.9767 -8.9379 13.2297 0.5 0.0 -0.1 0.1755
H 6.9830 -8.3094 11.9646 0.0 0.1 0.1 0.3759
H 6.2074 -10.3164 13.0233 0.4 -0.5 0.4 0.3236
H 7.5190 -11.2804 12.2032 -0.3 -0.2 0.1 0.2775
Cl 8.0520 -1.1624 15.1430 -0.1 0.2 0.1 -0.1899
C 7.5218 -2.2024 13.8000 -0.1 -0.8 0.5 -0.3215
C 6.4666 -1.5246 12.9343 0.8 -0.8 -0.3 -0.3892
Cl 5.9709 -2.7179 11.6761 0.1 0.1 0.0 -0.2024
H 7.1310 -3.1234 14.2353 -0.4 0.2 0.2 0.2348
H 8.4358 -2.5598 13.3277 -0.2 0.6 -0.7 0.2123
H 6.9175 -0.6830 12.4164 -0.4 0.2 0.1 0.3270
H 5.5588 -1.3154 13.4904 0.2 0.4 0.1 0.3296
Cl 14.2256 -3.2165 9.4141 0.3 0.2 0.0 -0.1256
C 13.3868 -4.2072 10.5990 -0.6 0.1 -0.5 -0.2938
C 13.0833 -3.4960 11.8947 -0.3 -0.4 0.5 0.0072
Cl 14.5267 -3.3709 12.9284 0.4 -0.1 0.2 -0.1860
H 13.9660 -5.1262 10.7120 0.0 0.1 0.4 0.1345
H 12.4431 -4.4696 10.1163 -0.1 0.0 0.2 0.2711
H 12.3492 -4.0558 12.4770 0.0 -0.2 -0.1 -0.1713
H 12.6668 -2.4941 11.8170 0.3 0.0 -0.5 0.4022
```
Forces are in eV/Å.


Molecular formula: C13H34ClINO3S
Method: DFT, ωB97M-V with the def2-TZVPD basis set

Properties
* charge: +1
* HOMO: -11.81 eV

The geometry in XYZ format:
```
54
Properties=species:S:1:pos:R:3:forces:R:3:mulliken_charge:R:1
N -4.0474 1.3018 1.5967 0.2 0.6 -0.2 -0.3227
C -2.7137 0.9410 1.6006 -0.5 -0.7 0.3 -0.2306
S -1.5275 2.4066 1.2364 0.3 0.2 0.3 0.0965
Cl -1.9667 2.8345 -0.6364 -0.1 0.0 -0.4 0.0114
I 0.6002 1.3926 1.2130 0.0 -0.1 0.0 0.3977
H -4.3327 2.0579 2.2048 0.0 -0.2 0.2 0.2528
H -4.4536 1.3554 0.6694 0.1 -0.2 0.1 0.2611
H -2.5036 0.1919 0.8315 0.1 0.3 0.2 -0.0110
H -2.3330 0.6348 2.5829 0.0 0.1 -0.1 0.4649
C 0.5798 -2.8199 1.3152 0.0 0.0 0.0 -0.8854
C 2.0871 -2.6342 1.2327 0.0 0.0 -0.1 -0.3777
O 2.7423 -2.6925 2.4801 0.0 0.1 0.0 -0.4086
C 2.6283 -3.9185 3.1929 0.0 0.0 0.0 -0.3097
C 3.1841 -5.1203 2.4521 0.0 0.0 0.0 -1.0324
H 0.1468 -2.0869 2.0010 0.0 0.0 0.0 0.2378
H 0.1325 -2.6884 0.3278 0.0 0.0 0.0 0.2988
H 0.3021 -3.8116 1.6711 0.0 0.0 0.0 0.3355
H 2.3171 -1.6351 0.8506 0.0 0.0 0.0 0.2278
H 2.5216 -3.3441 0.5205 0.0 0.0 0.0 0.3337
H 1.5877 -4.0965 3.4876 0.0 0.0 0.0 0.2881
H 3.1933 -3.7512 4.1088 0.0 0.0 0.0 0.3332
H 2.6321 -5.3361 1.5363 0.0 0.0 0.0 0.2728
H 3.1198 -6.0030 3.0883 0.0 0.0 0.0 0.3860
H 4.2298 -4.9585 2.1897 0.0 0.0 0.0 0.2934
C 2.3682 4.7585 -1.6996 0.1 0.0 0.0 -1.0682
C 2.7775 3.3170 -1.4453 -0.1 0.0 0.1 0.0337
O 3.9652 2.9177 -2.0862 0.0 0.0 0.0 -0.4561
C 5.1409 3.6383 -1.7388 0.0 0.0 0.0 -0.3126
C 5.5030 3.5630 -0.2667 -0.1 0.0 0.0 -0.9857
H 2.2634 4.9407 -2.7693 0.0 0.0 0.0 0.3152
H 1.4111 4.9678 -1.2170 0.0 0.0 0.0 0.3387
H 3.0957 5.4671 -1.3039 0.0 0.0 0.0 0.2893
H 2.0119 2.6439 -1.8407 0.0 0.0 0.0 0.3384
H 2.8456 3.1306 -0.3632 0.0 0.1 0.0 -0.0158
H 5.0614 4.6818 -2.0616 0.0 0.0 0.0 0.2980
H 5.9253 3.1795 -2.3388 0.0 0.0 0.0 0.3321
H 4.7518 4.0334 0.3702 0.0 0.0 0.0 0.2337
H 6.4459 4.0818 -0.0946 0.0 0.0 0.0 0.3886
H 5.6193 2.5248 0.0475 0.0 0.0 0.0 0.2689
C -3.1418 -1.1352 -2.8057 -0.1 0.1 0.0 -1.3067
C -3.2016 -0.9796 -1.2984 0.0 0.0 -0.1 -0.1833
O -4.1763 -0.0430 -0.8395 0.1 -0.1 -0.2 -0.2938
C -5.5276 -0.3389 -1.2120 -0.1 0.0 0.0 -0.3337
C -6.0346 -1.6690 -0.6923 0.1 0.0 0.1 -1.1331
H -2.9560 -0.1746 -3.2877 0.0 0.0 0.0 0.3276
H -2.3353 -1.8182 -3.0717 0.0 0.0 0.0 0.4074
H -4.0658 -1.5462 -3.2107 0.0 0.0 0.0 0.3139
H -2.2419 -0.5915 -0.9436 0.0 0.0 0.0 0.2815
H -3.3512 -1.9506 -0.8167 0.0 0.0 0.0 0.3324
H -5.6398 -0.2754 -2.2969 0.0 0.0 0.0 0.3437
H -6.1153 0.4753 -0.7854 0.0 0.0 0.0 0.3382
H -5.4894 -2.5133 -1.1141 0.0 0.0 0.0 0.2746
H -7.0828 -1.7885 -0.9649 0.0 0.0 0.0 0.4149
H -5.9532 -1.7169 0.3943 0.0 0.0 0.0 0.3050
```
Forces are in eV/Å.


Molecular formula: C13H34F3N2O5P
Method: DFT, ωB97M-V with the def2-TZVPD basis set

Properties
* HOMO: -8.62 eV

The geometry in XYZ format:
```
58
Properties=species:S:1:pos:R:3:forces:R:3:mulliken_charge:R:1
O -2.8596 1.5363 2.0372 0.2 0.0 -0.6 -0.6166
P -1.6536 1.5227 0.7992 -1.2 -0.6 0.9 0.2910
C -0.4532 1.3786 -0.6982 0.2 -0.8 -1.1 0.6433
F 0.7971 1.9498 -0.5028 -1.7 -0.6 -0.9 -0.2273
F -0.2517 0.0228 -1.0158 0.2 2.1 0.3 -0.2446
F -1.0924 1.9335 -1.8296 1.6 -0.6 1.4 -0.2758
H -3.6683 1.1495 1.6467 0.5 0.3 0.4 0.3109
H -2.4675 2.3810 -0.0059 0.5 -0.3 0.2 0.0526
H -0.6698 2.1146 1.6418 -0.5 -0.2 -0.4 -0.0055
H -1.7403 0.0875 0.7939 0.3 0.7 -0.3 0.0344
C 6.0355 4.4421 4.0814 -0.3 0.1 -0.1 -0.7215
O 5.4624 4.7974 2.8339 0.4 -0.2 0.2 -0.3384
C 6.2648 4.4228 1.7140 -0.4 0.1 -0.5 -0.8128
C 5.6007 3.2980 0.9240 0.2 0.0 0.5 -0.1388
N 5.6307 2.0399 1.6696 -0.1 0.1 -0.3 -0.3258
C 4.7830 0.9927 1.0953 0.0 0.0 0.4 -0.9398
C 3.2700 1.2472 1.0515 0.2 -0.4 -0.1 -0.0983
O 2.6500 1.2907 2.3314 0.0 0.3 -0.3 -0.4392
C 2.7107 2.5519 2.9781 -0.1 -0.3 0.2 -0.6309
H 5.4447 4.9095 4.8701 0.0 0.0 -0.1 0.2365
H 6.0076 3.3586 4.2319 0.2 0.0 0.1 0.3051
H 7.0651 4.8019 4.1600 0.0 -0.1 0.0 0.3394
H 7.2854 4.1597 2.0089 -0.1 -0.1 0.1 0.4034
H 6.3260 5.3049 1.0691 0.0 0.0 0.0 0.3932
H 6.1281 3.1656 -0.0255 0.0 0.0 0.0 0.3836
H 4.5729 3.6091 0.7076 0.0 0.2 -0.2 0.1324
H 5.3197 2.2128 2.6171 0.0 0.0 0.0 0.0881
H 4.9522 0.0946 1.6977 -0.1 0.0 -0.1 0.3796
H 5.1380 0.7651 0.0854 0.0 0.1 0.0 0.4048
H 2.8175 0.3950 0.5357 0.0 0.0 0.0 0.3132
H 3.0058 2.1283 0.4591 0.1 0.1 0.2 0.2705
H 2.6938 3.3852 2.2710 0.1 0.0 0.0 0.2851
H 3.5976 2.6089 3.6129 0.0 0.3 0.0 0.2278
H 1.8409 2.6381 3.6327 0.0 -0.1 -0.1 0.3234
C -6.5481 -4.6429 -1.2340 0.2 0.0 0.2 -0.7135
O -5.2699 -5.1951 -1.5030 -0.4 0.1 -0.2 -0.3332
C -5.0093 -5.3697 -2.8958 0.6 -0.1 0.0 -0.8096
C -3.9330 -4.3972 -3.3712 -0.5 0.2 0.2 -0.1813
N -4.4349 -3.0236 -3.3933 0.3 -0.1 -0.1 -0.3173
C -3.3890 -2.0152 -3.5787 -0.3 0.1 0.3 -0.8965
C -2.3155 -1.8949 -2.4884 0.1 0.4 -0.4 -0.3913
O -2.8034 -1.4121 -1.2426 0.0 -0.3 0.0 -0.2953
C -3.3626 -2.4072 -0.3993 -0.1 0.4 0.1 -0.6428
H -6.7224 -4.7020 -0.1590 0.1 0.0 0.0 0.2362
H -6.5905 -3.5897 -1.5283 -0.2 0.0 -0.1 0.2999
H -7.3360 -5.2035 -1.7443 0.0 0.1 0.0 0.3386
H -5.9196 -5.2888 -3.4979 0.0 0.2 0.1 0.4021
H -4.6269 -6.3884 -3.0131 0.0 0.0 0.0 0.3920
H -3.6133 -4.6792 -4.3789 0.0 0.0 0.0 0.3915
H -3.0760 -4.4979 -2.6963 0.1 -0.2 0.0 0.1638
H -4.9054 -2.8324 -2.5178 0.0 0.0 -0.1 0.0824
H -3.9003 -1.0501 -3.6499 0.1 0.0 0.0 0.4017
H -2.9023 -2.1847 -4.5440 0.1 -0.1 0.0 0.4153
H -1.5954 -1.1464 -2.8305 0.0 0.0 0.1 0.2870
H -1.7434 -2.8190 -2.3525 -0.1 -0.1 0.1 0.3546
H -2.8792 -3.3792 -0.5225 -0.1 0.0 -0.1 0.3051
H -4.4374 -2.4911 -0.5746 0.0 -0.3 0.0 0.1781
H -3.2303 -2.0860 0.6366 0.1 0.0 0.0 0.3295
```
Forces are in eV/Å.